[1]
Density functional theory data (wB97M-V/def2-TZVPD) for a molecular structure, C32H29N4O2P2PtS.

Properties
Net charge ... +1
Multiplicity ... 3
HOMO energy (spin up / spin down) ... -8.41 / -10.42 eV
Relative energy (zero: lowest compared OMol25 entry of this formula, charge and spin) ... 0.00 kcal/mol

Each line ends with the Löwdin spin population.
Atoms and positions in Å:
C1 -1.40 -0.61 -0.71  0.000
H1 2.37 -0.73 0.98  0.000
P1 -0.36 -1.23 0.67  0.009
C2 -2.56 -1.88 2.15  0.001
C3 1.06 -0.46 -2.93  0.000
H2 -4.24 -2.27 3.42  0.000
H3 -4.88 1.75 -5.39  0.000
C4 2.60 2.40 0.72  0.022
C5 -1.77 -4.48 2.71  0.000
C6 3.94 2.17 0.89  0.105
C7 4.39 1.72 2.16  0.050
C8 -2.78 1.63 -5.00  0.000
C9 -2.26 2.61 3.92  0.082
C10 0.95 -3.22 -0.83  0.000
H4 3.81 1.29 4.17  0.001
C11 -1.00 -3.69 1.87  0.001
C12 3.49 1.59 3.18  0.060
C13 1.15 1.90 3.95  0.196
H5 2.02 -4.70 -1.95  0.000
C14 3.46 -2.22 -0.15  0.000
C15 3.08 0.56 -3.73  0.000
C16 -3.50 1.29 -2.34  0.000
H6 -1.46 -5.49 2.93  0.000
C17 2.09 -3.83 -1.31  0.000
H7 5.44 1.52 2.31  0.001
H8 1.14 2.83 -2.13  0.000
C18 -4.47 1.47 -3.31  0.000
C19 0.68 0.75 -2.36  0.000
H9 -2.85 -0.85 1.96  0.001
N1 -3.37 2.72 4.70  0.040
C20 -2.93 -3.97 3.26  0.001
H10 4.03 0.48 -4.25  0.000
C21 2.26 -0.55 -3.61  0.000
C22 3.34 -3.33 -0.97  0.000
H11 4.43 -1.84 0.12  0.000
N2 -0.11 2.17 3.56  0.225
H12 3.29 2.66 -3.34  0.000
C23 1.06 -2.10 -0.01  0.002
C24 2.12 1.87 2.96  0.104
H13 -3.23 2.71 5.70  0.001
C25 -3.33 -2.67 2.98  0.000
H14 -2.38 -0.41 -0.28  0.000
H15 -0.03 -3.61 -1.08  0.000
C26 1.48 1.88 -2.52  0.000
S1 -2.48 2.90 2.17  0.219
O1 -0.79 2.13 -0.50  0.001
C27 2.31 -1.60 0.34  0.000
C28 -1.80 1.45 -4.04  0.000
C29 2.68 1.79 -3.21  0.000
Pt1 -0.36 2.26 1.63  0.599
O2 0.06 -0.11 1.56  0.076
H16 4.63 2.33 0.08  0.006
H17 -1.51 -1.37 -1.49  0.000
H18 2.56 -1.50 -4.04  0.000
H19 -2.49 1.78 -6.04  0.000
H20 -4.14 3.25 4.35  0.002
H21 0.40 -1.32 -2.87  0.000
N3 -1.12 2.31 4.42  0.022
H22 -3.78 1.19 -1.30  0.000
P2 -0.87 0.98 -1.47  0.000
H23 2.21 2.73 -0.23  -0.001
H24 4.23 -3.81 -1.34  0.000
N4 1.70 2.22 1.69  0.162
H25 1.35 1.75 5.00  0.009
H26 -5.52 1.49 -3.02  0.000
C30 -4.11 1.63 -4.64  0.000
C31 -2.15 1.27 -2.71  0.000
H27 -0.75 1.44 -4.33  0.000
C32 -1.40 -2.39 1.58  0.001
H28 -3.53 -4.59 3.92  0.000
H29 -0.08 -4.09 1.44  0.000



[2]
Density functional theory data (wB97M-V/def2-TZVPD) for a molecular structure, C39H60N6O6PS3Ti.

Properties
Net charge ... +3
Multiplicity ... 1
HOMO energy (spin up / spin down) ... -13.47 / -13.48 eV

Each line ends with the Mulliken charge.
Atoms and positions in Å:
H1 -2.55 -0.83 -3.37  0.452
C1 3.99 6.77 0.06  0.360
H2 0.57 1.30 -3.80  -1.042
C2 -1.16 -5.21 -3.39  -1.686
H3 -0.74 3.10 -4.18  0.332
H4 1.22 -0.62 -3.59  0.012
O1 -1.10 -2.35 0.63  0.809
H5 -1.66 0.38 -4.28  0.479
C3 -0.44 -5.39 -2.22  -0.546
H6 4.05 0.71 -1.54  -0.022
C4 -1.97 1.03 2.35  -1.400
C5 2.19 3.92 1.02  -0.074
H7 -2.47 2.88 -0.68  0.822
H8 3.71 5.76 -1.80  0.224
H9 -1.44 1.91 -1.74  -0.546
H10 4.73 -1.59 -0.73  0.679
C6 -1.38 2.15 1.53  0.089
H11 0.79 -5.61 1.60  0.393
C7 -1.23 -3.95 -3.96  -1.141
C8 1.06 2.21 -3.50  -0.624
H12 2.92 -4.49 -1.35  0.251
O2 -1.03 1.68 0.23  0.135
C9 4.65 7.77 0.75  -0.399
H13 -1.78 1.20 3.41  0.514
C10 0.74 -1.04 -4.48  -1.363
H14 -0.77 -5.34 0.79  0.277
C11 -0.02 -3.02 -2.12  -1.022
C12 3.14 -1.48 3.88  -1.711
H15 3.29 3.33 -2.64  0.580
H16 -0.07 -2.56 2.35  0.232
H17 1.97 2.32 -4.11  0.787
H18 -2.88 -3.44 0.55  0.566
N1 3.03 5.92 0.72  0.288
H19 0.32 -6.61 0.24  0.552
N2 3.93 1.35 -2.32  0.134
H20 4.49 0.96 3.27  0.322
C13 2.34 -5.18 -0.73  -1.496
N3 0.16 3.38 -3.82  -0.026
C14 5.83 8.35 -1.28  -0.481
H21 1.15 -3.69 0.23  -0.997
C15 1.17 0.04 3.61  -1.366
O3 0.81 0.78 -1.33  0.789
H22 -0.45 2.49 1.98  -0.340
C16 3.95 -1.18 -0.10  -2.437
H23 2.21 -6.11 -1.29  0.419
H24 -1.72 -3.83 -4.91  0.533
C17 5.17 7.34 -1.95  -0.666
H25 -0.33 -6.38 -1.81  0.456
H26 2.68 -2.38 3.45  0.328
C18 2.06 6.32 1.62  0.083
H27 -3.70 0.90 0.03  0.465
H28 -3.85 -1.71 -1.14  0.655
C19 3.21 2.58 -1.86  -1.162
C20 1.90 -1.92 -1.36  -1.450
H29 -1.62 -6.06 -3.87  0.430
C21 2.78 -0.46 1.72  -0.633
C22 2.56 -1.29 -0.33  0.501
H30 0.60 -0.89 3.59  0.180
H31 -1.61 -3.43 2.34  0.717
S1 1.22 4.86 2.12  -0.114
H32 5.36 7.17 -3.01  0.371
S2 1.97 2.20 0.80  -0.177
N4 1.84 -0.82 0.78  2.094
C23 -2.00 1.91 -0.80  0.022
H33 0.70 0.79 2.97  -0.213
H34 0.04 3.82 -2.85  0.376
C24 4.25 6.55 -1.28  0.005
C25 -0.65 -2.84 -3.36  0.904
C26 5.57 8.56 0.07  -0.707
H35 -3.05 0.93 2.21  0.465
H36 -1.53 -1.21 3.72  0.641
C27 3.47 0.99 3.66  -1.504
H37 2.89 -1.44 4.94  0.470
H38 -2.88 -1.38 2.59  0.471
H39 3.69 2.97 -0.97  0.962
H40 0.56 4.05 -4.47  0.376
C28 -0.67 -1.55 -4.17  0.243
H41 3.53 0.96 4.75  0.550
H42 4.48 7.93 1.80  0.460
H43 0.71 -0.27 -5.26  0.513
H44 6.55 8.97 -1.80  0.406
H45 -1.13 -1.81 -5.12  0.977
H46 4.22 -1.58 3.79  0.453
N5 0.57 -1.91 -1.39  1.806
H47 3.03 1.94 3.37  0.291
C29 2.62 -0.19 3.19  2.408
C30 -3.16 -1.50 -0.32  -1.443
Ti1 0.02 -0.43 -0.10  -0.166
H48 -2.07 2.99 1.47  0.448
H49 -2.04 -3.18 -0.98  -0.098
O4 -1.34 -0.18 1.92  0.099
H50 1.37 -1.86 -4.86  0.449
O5 0.49 3.48 -1.34  -1.256
O6 -2.28 -0.42 -0.69  0.434
H51 3.41 0.85 -3.05  0.391
C31 0.15 -4.31 -1.56  0.826
C32 -1.79 -1.31 2.67  -1.675
H52 4.86 1.58 -2.68  0.466
H53 -3.75 -1.19 0.55  0.329
H54 6.09 9.35 0.60  0.397
H55 -1.12 -0.07 -2.64  0.373
H56 2.94 -5.41 0.16  0.441
C33 0.28 -5.59 0.63  -1.700
C34 4.09 -0.66 1.16  -0.933
S3 1.65 7.81 2.14  -0.208
N6 3.07 4.60 0.39  -0.311
P1 1.37 2.28 -1.55  0.756
C35 0.98 -4.61 -0.32  1.622
C36 -3.01 0.81 -0.81  -1.600
C37 -2.32 -2.71 -0.05  -0.231
C38 -1.12 -2.50 2.06  -0.562
H57 2.46 -2.49 -2.10  0.718
C39 -1.55 -0.45 -3.57  -1.268
H58 5.01 -0.49 1.69  0.705
H59 -3.59 0.82 -1.73  0.622
H60 1.15 0.41 4.64  0.607



[3]
Density functional theory data (wB97M-V/def2-TZVPD) for 5 unconnected molecules or ions with the total composition C45H84O17S.

Properties
Multiplicity ... 1
HOMO energy ... -9.08 eV

Each line ends with the Mulliken charge.
Atoms and positions in Å:
H1 -6.25 0.18 -1.68  0.407
C1 0.14 -2.54 -4.22  -0.437
C2 3.19 -0.37 -3.03  -0.710
H2 -6.53 -1.66 5.65  0.193
H3 -10.29 -3.35 3.93  0.318
C3 7.64 6.39 -4.02  -0.344
C4 0.36 -4.62 -1.18  0.060
H4 -1.14 -7.21 4.82  0.169
H5 4.09 -1.16 -4.81  0.421
H6 2.28 4.78 4.84  0.418
O1 1.38 -5.12 -1.56  -0.575
H7 4.11 3.44 -0.28  0.196
H8 0.58 1.21 -0.33  0.426
S1 -4.56 -1.76 0.45  -0.018
H9 0.72 -8.14 2.82  0.208
C5 -10.11 -2.27 3.99  -0.753
O2 -3.03 -1.77 -4.38  -0.634
H10 -7.86 -2.49 3.03  0.320
O3 -6.35 -0.55 3.90  -0.339
C6 -1.90 -3.34 -3.04  0.398
C7 -7.78 -2.53 4.12  -0.523
C8 -0.79 -6.82 2.03  -0.240
C9 2.00 5.69 2.93  -0.287
C10 4.46 4.27 -5.50  -0.659
H11 3.28 8.37 1.51  0.388
H12 -1.06 -5.76 2.12  0.299
H13 -10.06 -1.86 2.98  0.316
C11 2.69 -2.66 -4.10  -0.502
H14 1.31 -6.61 2.14  0.390
O4 1.94 0.36 -2.91  -0.215
C12 -0.10 -7.03 5.09  -0.384
C13 2.00 1.38 -2.00  0.424
H15 4.01 0.35 -3.06  0.486
H16 1.93 -0.36 0.96  0.283
O5 0.25 -9.40 4.81  -0.258
H17 -3.86 0.06 -3.32  0.598
O6 0.61 -6.43 4.01  -0.475
C14 4.67 6.55 -4.98  -0.329
H18 5.20 8.54 -4.50  0.415
C15 0.52 -7.07 2.75  -0.485
C16 -6.64 0.58 7.91  -0.769
O7 2.30 2.49 -2.33  -0.438
H19 0.17 -8.47 6.64  0.429
C17 8.77 6.87 -4.91  -0.617
O8 4.01 5.26 0.60  -0.353
C18 -6.24 0.15 -3.83  -1.421
H20 0.87 -11.26 4.32  0.232
H21 0.39 -3.74 -0.50  0.477
H22 -7.01 1.31 3.54  0.394
C19 -3.62 -2.30 -0.96  0.828
O9 -7.32 0.35 6.70  -0.267
H23 8.77 7.71 -8.07  0.232
H24 2.49 6.55 4.83  0.345
H25 -5.68 -2.39 4.28  0.419
H26 -6.02 -0.55 -4.63  0.307
H27 4.41 7.14 -0.14  0.391
C20 -2.85 -2.20 -3.26  -0.005
O10 2.09 6.96 2.30  -0.459
H28 -7.69 -3.58 4.43  0.403
H29 0.93 5.55 3.11  0.401
H30 -0.08 -6.28 5.88  0.386
C21 1.59 0.93 -0.64  -0.154
H31 -0.65 -7.06 0.97  0.295
H32 4.17 7.13 2.41  0.197
O11 -1.82 -7.63 2.56  -0.376
O12 5.19 5.46 -5.72  -0.317
C22 2.38 0.26 0.19  -0.853
C23 -0.96 -3.63 -4.17  -1.433
H33 -7.10 -0.06 8.67  0.232
H34 -8.23 0.27 4.28  0.191
H35 1.39 -4.10 -5.06  0.507
H36 2.40 -0.69 -4.96  0.362
C24 3.12 -1.19 -4.32  -0.815
H37 6.22 7.83 -5.75  0.180
H38 4.52 5.24 6.14  0.317
C25 9.14 7.77 -7.05  -0.774
H39 -1.41 -5.69 -0.70  -0.051
H40 1.16 -10.82 6.01  0.319
H41 -6.73 1.62 8.23  0.318
O13 -8.94 -1.98 4.72  -0.272
H42 4.33 6.21 -3.99  0.120
H43 3.46 0.33 0.18  0.313
C26 3.34 7.29 1.71  -0.460
H44 0.36 -2.24 -3.19  0.403
C27 -7.17 0.54 4.30  -0.452
H45 10.20 7.48 -7.04  0.322
C28 -1.02 -5.14 -1.56  -0.724
C29 -3.10 -7.09 2.32  -0.605
H46 4.34 4.81 -1.40  0.206
H47 4.91 3.48 -6.09  0.277
H48 4.66 6.89 5.48  0.326
C30 1.17 -10.45 4.98  -0.772
O14 4.09 5.44 4.12  -0.241
O15 6.64 7.37 -3.77  -0.439
H49 -0.89 -5.83 -2.39  0.391
H50 3.30 -1.01 -2.16  0.352
C31 2.69 5.62 4.28  -0.602
C32 4.81 5.83 5.26  -0.778
C33 3.61 6.60 0.39  -0.512
H51 -3.30 -6.99 1.24  0.194
C34 0.55 -8.28 5.63  -0.563
H52 -10.95 -1.81 4.51  0.235
C35 -5.76 -0.37 -2.47  -0.512
H53 -7.22 2.15 5.70  0.424
H54 -5.71 1.07 -4.08  0.364
H55 -5.71 1.21 5.71  0.353
H56 -0.28 -1.68 -4.74  0.498
H57 8.07 6.17 -3.04  0.386
C36 3.78 4.45 -0.53  -0.568
H58 -1.53 -3.62 -5.09  0.437
H59 9.05 8.80 -6.68  0.327
H60 1.50 -2.53 -5.89  0.451
H61 -0.52 -4.62 -4.05  0.425
O16 -3.19 -4.38 0.06  -0.602
H62 -3.51 -1.35 1.18  0.173
H63 5.87 5.66 5.05  0.233
C37 -6.54 -1.79 4.56  -0.466
H64 -3.83 -7.77 2.75  0.329
C38 -3.57 -1.59 -2.09  -0.896
H65 3.49 -3.34 -4.35  0.458
H66 2.35 4.89 2.28  0.108
C39 -1.94 -4.00 -1.89  0.711
C40 5.72 7.63 -4.81  -0.441
H67 -3.21 -6.11 2.79  0.291
H68 2.72 4.42 -0.78  0.383
C41 -3.75 0.84 -1.35  -1.402
H69 9.62 6.20 -4.79  0.402
H70 3.41 4.39 -5.80  0.338
H71 -4.60 1.17 -0.74  0.312
C42 -2.94 -3.62 -0.85  0.124
C43 1.44 -3.02 -4.92  -1.232
C44 -4.21 -0.25 -2.34  0.591
H72 2.18 -10.14 4.72  0.326
H73 3.81 6.97 -5.52  0.428
H74 -5.58 0.32 7.83  0.328
H75 -6.03 -1.43 -2.42  0.333
H76 4.49 3.99 -4.44  0.223
H77 9.07 7.88 -4.59  0.343
O17 8.37 6.88 -6.27  -0.262
H78 2.45 -2.78 -3.04  0.235
H79 1.63 -8.13 5.69  0.342
C45 -6.80 1.14 5.64  -0.603
H80 -3.38 1.72 -1.87  0.326
H81 7.21 5.47 -4.41  0.198
H82 -3.01 0.49 -0.64  0.294
H83 2.70 6.63 -0.22  0.338
H84 -7.31 0.39 -3.82  0.404



[4]
Density functional theory data (wB97M-V/def2-TZVPD) for 2 unconnected molecules or ions with the total composition C5H8NO2S.

Properties
Net charge ... +1
Multiplicity ... 1
HOMO energy ... -12.79 eV
Relative energy (zero: lowest compared OMol25 entry of this formula, charge and spin) ... 86.34 kcal/mol

Each line ends with the Mulliken charge.
Atoms and positions in Å:
H1 0.82 -1.47 -1.97  0.371
C1 -0.37 2.79 0.33  -0.415
H2 1.92 -1.85 -0.93  0.398
H3 0.27 3.69 0.23  0.371
C2 -1.84 1.13 0.26  -0.295
H4 1.70 -3.74 2.03  0.348
H5 -2.58 3.18 0.20  0.412
H6 1.53 -0.15 -1.08  0.335
H7 -2.78 0.59 0.25  0.412
S1 1.10 -1.73 1.62  0.178
C3 0.17 -1.25 0.07  -0.438
O1 0.33 1.62 0.29  -0.277
C4 -0.60 0.68 0.22  0.243
N1 1.17 -1.10 -1.04  -0.314
C5 -1.70 2.57 0.18  -0.358
O2 1.12 -3.36 1.39  -0.447
H8 -0.48 -1.99 -0.29  0.476